1.
24
Properties=species:S:1:pos:R:3:forces:R:3 method="wB97M-V/def2-TZVPD" charge=0 de_lowest_kj_mol=54.0 spin_multiplicity=1
C -0.016531 -2.627476 -0.161916 -0.11 0.50 -0.12
C -0.463893 -1.391875 0.588668 -1.14 -0.30 -0.23
C -0.198342 -1.247150 1.940500 0.61 0.21 0.21
C -0.638357 -0.144608 2.682920 -0.17 -0.87 -0.80
C -1.534403 0.726498 2.084272 0.37 0.05 0.35
C -1.811411 0.609561 0.723410 -0.14 0.01 0.53
C -1.315052 -0.453507 -0.014626 0.80 0.74 0.10
H 0.997564 -2.514452 -0.545156 0.18 -0.16 0.22
H -0.642976 -2.769323 -1.039024 -0.14 -0.10 -0.03
H -0.108756 -3.508169 0.474544 0.23 0.00 -0.10
H 0.407544 -2.017558 2.407920 0.09 0.16 0.11
H -0.286653 -0.021236 3.693783 -0.26 0.01 0.24
H -1.993954 1.472784 2.719840 0.05 0.33 -0.34
H -2.406503 1.383677 0.264154 -0.23 -0.09 -0.19
H -1.475996 -0.413508 -1.086481 -0.14 -0.51 0.01
C 1.620728 1.655714 -0.757410 0.11 0.26 0.47
C 0.904374 1.631769 -2.099130 0.85 -1.32 0.51
O 1.638087 0.826293 -3.039105 -0.43 -0.55 -0.27
H 0.967826 2.091672 0.011215 0.14 0.17 -0.20
H 2.545369 2.243432 -0.822482 -0.20 -0.12 0.06
H 1.878732 0.665876 -0.363044 -0.10 0.00 -0.42
H -0.060620 1.161893 -1.945123 -0.44 0.44 -0.15
H 0.860356 2.631378 -2.497915 -0.41 0.34 -0.20
H 1.132869 0.008313 -3.219815 0.49 0.81 0.21

2.
24
Properties=species:S:1:pos:R:3:forces:R:3 method="wB97M-V/def2-TZVPD" charge=0 de_lowest_kj_mol=26.8 spin_multiplicity=1
C 1.653492 -2.367665 -3.323430 -0.33 -0.35 -0.10
C 1.331398 -1.347135 -2.272655 -0.65 0.29 -0.09
C 0.584284 -1.623370 -1.129761 0.63 0.05 -0.10
C 0.336077 -0.629959 -0.196538 0.21 0.29 0.03
C 0.887991 0.639518 -0.356666 -0.88 0.27 -0.27
O 0.691592 1.613140 0.593358 0.69 0.10 -0.91
C 1.505343 0.987029 -1.552658 -0.10 -0.72 0.57
C 1.679660 -0.021007 -2.495447 0.92 0.67 0.31
H 1.302862 -3.372183 -3.079409 0.13 0.05 0.30
H 2.723631 -2.408422 -3.508050 0.09 -0.05 -0.11
H 1.140952 -2.134317 -4.257484 0.16 0.20 -0.11
H 0.297078 -2.641504 -0.930397 -0.35 -0.18 0.00
H -0.304379 -0.801904 0.658584 0.11 -0.24 0.19
H 0.088141 1.255150 1.225044 -0.62 -0.19 0.92
H 1.854596 2.002962 -1.668558 0.04 -0.03 -0.24
H 2.256061 0.252060 -3.367148 -0.10 -0.14 -0.36
C -2.839301 1.067750 2.822713 -0.27 0.20 -0.68
C -1.627164 1.592847 3.569879 -0.36 -0.54 0.67
H -3.173306 0.106988 3.206325 -0.08 0.01 0.19
H -3.656967 1.780268 2.859544 -0.27 0.02 0.31
H -2.702025 0.924875 1.744921 0.43 -0.01 0.09
H -0.827571 0.850166 3.540773 0.33 0.36 -0.21
H -1.330592 2.594763 3.285793 0.34 -0.02 -0.44
H -1.871854 1.679950 4.631267 -0.07 -0.04 0.03

3.
24
Properties=species:S:1:pos:R:3:forces:R:3 method="wB97M-V/def2-TZVPD" charge=0 de_lowest_kj_mol=239.6 spin_multiplicity=1
C 1.262087 1.350590 1.803744 -0.97 2.38 -1.15
C 0.544844 1.156210 0.441409 0.90 -1.39 4.31
C -0.673677 0.458522 0.587775 -0.90 2.46 1.89
C -1.520464 0.546494 -0.461054 -1.19 -1.91 -2.61
C -0.910739 0.770389 -1.744562 0.31 -1.67 1.64
O -1.552211 0.187328 -2.778054 0.81 2.96 -2.69
C 0.419666 1.122396 -1.893268 -0.84 1.31 -2.02
C 1.126863 1.432765 -0.733689 1.81 0.70 -1.86
H 1.687565 0.515040 2.221604 0.96 -2.46 0.59
H 0.641057 1.760588 2.600787 -0.64 -0.10 -0.27
H 2.038334 2.089781 1.769119 0.67 0.39 -0.49
H -1.025318 0.286915 1.649330 0.41 -0.20 -1.47
H -2.574606 0.088381 -0.575128 1.65 0.90 0.80
H -1.981794 -0.569719 -2.510866 -1.51 -2.37 1.01
H 0.757222 1.323128 -2.972393 -0.13 -0.64 1.90
H 2.189160 1.805744 -0.835395 -1.42 -0.28 0.42
C 0.598492 -2.631052 1.106592 2.60 3.20 0.51
C 0.428382 -2.926179 2.588719 0.14 2.44 -0.20
H -0.267883 -2.924809 0.686189 -2.75 -0.93 -2.05
H 0.846418 -1.587711 0.736422 -1.33 -0.19 1.39
H 1.431261 -2.925282 0.532137 1.22 -2.24 -0.07
H 1.251838 -2.568290 3.258711 -0.96 -0.06 -0.52
H 0.368883 -3.957893 2.669377 -0.13 -2.08 0.49
H -0.597171 -2.515289 2.820559 1.28 -0.25 0.45

| no. | frontier orbital gap (eV) | HOMO energy (eV) | E (a.u.) |
| --- | --- | --- | --- |
| 1 | 10.01 | -9.2 | -426.5522 |
| 2 | 9.27 | -8.4 | -426.5626 |
| 3 | 9.15 | -8.3 | -426.4815 |